Entry 1:
DFT (ωB97M-V/def2-TZVPD) results for an isolated molecule of C4H5NO at a distorted geometry.

XYZ file:
```
11
Properties=species:S:1:pos:R:3:nbo_charge:R:1
C 2.10910 -0.56978 -0.08398 0.230
C -0.81122 -1.03546 -0.21536 -0.386
C -0.24274 0.10649 0.16292 -0.174
C 1.22681 0.58640 -0.25061 -0.018
N 2.93409 -1.35366 0.10757 -0.305
O 1.46267 1.84044 0.17052 -0.660
H -1.75920 -1.38029 0.15996 0.212
H -0.27356 -1.76210 -0.74564 0.191
H -0.88385 0.79793 0.67201 0.215
H 1.18319 0.36193 -1.36723 0.201
H 2.37509 2.14276 -0.11544 0.493
```

The calculation puts the energy at -7764.2208 eV. The value obtained for the energy relative to the best compared isomer or geometry (same formula, charge and spin) is 2.306 eV. The orbital gap is 10.63 eV. The LUMO energy is 0.49 eV.

Entry 2:
DFT (ωB97M-V/def2-TZVPD) results for a structure of composition CHI2O3S at a distorted geometry.

XYZ file:
```
8
Properties=species:S:1:pos:R:3:nbo_charge:R:1
C -0.62011 -0.16624 0.67498 -0.863
O 1.29542 -1.23749 -0.92968 -1.002
O 1.78551 0.94063 0.09144 -1.001
O 0.15102 0.78044 -1.73008 -1.008
S 0.86249 0.11709 -0.65707 2.403
I -1.41806 1.72885 1.04514 0.131
I -1.91477 -1.62723 -0.07104 0.130
H -0.14150 -0.53605 1.57630 0.210
```

The total charge is -1. The calculation puts the energy at -34233.9734 eV. The value obtained for the energy relative to the best compared isomer or geometry (same formula, charge and spin) is 0.419 eV. The orbital gap is 8.13 eV. The LUMO energy is 2.76 eV.

Entry 3:
DFT (ωB97M-V/def2-TZVPD) results for a cluster of 2 separate species, C8H17ClN3 in total at a distorted geometry.

XYZ file:
```
29
Properties=species:S:1:pos:R:3:nbo_charge:R:1
C -2.87060 0.80399 2.66551 -0.425
N -1.55901 0.15481 2.58485 -0.270
C -1.53320 -1.31683 2.71205 -0.434
C -0.48001 0.88203 2.49984 0.214
Cl 1.08287 0.31467 2.71672 0.194
H -3.62283 0.01635 2.70251 0.239
H -2.95028 1.41546 3.57078 0.241
H -3.04430 1.44854 1.79791 0.244
H -2.57810 -1.62719 2.71938 0.232
H -1.00415 -1.77227 1.86698 0.259
H -1.05783 -1.61378 3.65407 0.245
H -0.56677 1.97266 2.38772 0.247
C -0.93173 1.30038 -1.84990 -0.650
C 0.29683 0.44295 -1.65254 0.461
N 0.71487 0.03499 -0.50230 -0.604
C 1.87793 -0.86563 -0.52983 -0.238
C 2.87055 -0.63883 -1.66704 -0.429
C 2.13789 -0.60326 -2.99286 -0.213
N 0.91621 0.16759 -2.82753 -0.604
H -0.94031 1.66831 -2.88019 0.218
H -1.84530 0.72161 -1.68336 0.229
H -0.93337 2.15234 -1.16818 0.228
H 2.38306 -0.74883 0.44011 0.189
H 1.55613 -1.92629 -0.63357 0.185
H 3.38910 0.31135 -1.51090 0.208
H 3.62241 -1.43466 -1.69074 0.228
H 2.73792 -0.11735 -3.77176 0.215
H 1.89713 -1.63400 -3.30271 0.192
H 0.43489 0.49088 -3.65502 0.398
```

The total charge is +1. The calculation puts the energy at -25557.5104 eV. The orbital gap is 6.89 eV. The LUMO energy is -4.40 eV.

Entry 4:
DFT (ωB97M-V/def2-TZVPD) results for a structure of composition C22H14F6LuN3O5S at a distorted geometry.

XYZ file:
```
52
Properties=species:S:1:pos:R:3:nbo_charge:R:1
Lu 0.02610 0.01730 -0.31484 2.027
S 0.36675 -1.51853 4.20158 0.436
C -0.08612 -2.95903 3.35842 -0.255
C -0.40242 -4.21269 3.87877 -0.193
C -0.68081 -5.22907 2.98924 -0.209
C -0.63858 -5.00345 1.60581 -0.200
C -0.33142 -3.75876 1.09639 -0.229
C -0.06521 -2.72533 1.99135 0.189
N 0.27822 -1.41140 1.64263 -0.600
C 0.56049 -0.69337 2.69843 0.125
C 0.99805 0.72151 2.62360 -0.060
C 1.41918 1.37513 3.78044 -0.202
C 1.84244 2.69153 3.69863 -0.226
C 1.83996 3.33309 2.46436 -0.194
C 1.40841 2.65714 1.33050 -0.204
C 0.97250 1.33493 1.37149 -0.527
H -0.41575 -4.38728 4.94788 0.224
H -0.91924 -6.21548 3.36622 0.221
H -0.84065 -5.82040 0.92542 0.221
H -0.28086 -3.59674 0.02856 0.230
H 1.43772 0.87509 4.74409 0.206
H 2.17779 3.21064 4.58760 0.214
H 2.17844 4.36052 2.38917 0.211
H 1.41978 3.19090 0.38444 0.193
O 4.57400 1.42432 -4.10340 -0.665
C 3.60284 2.30776 -4.29297 0.783
O 3.66897 3.17237 -5.12880 -0.583
C 2.37942 2.20174 -3.44408 -0.254
C 1.38434 3.15005 -3.49772 0.038
N 0.43986 2.78501 -2.61423 -0.295
N 0.75381 1.65362 -1.98512 -0.335
C 1.92802 1.28607 -2.47737 0.072
C 2.49562 -0.01745 -1.99289 0.791
O 3.67330 -0.26406 -2.16736 -0.620
O 1.62105 -0.77566 -1.39730 -0.843
H 4.33259 0.78453 -3.38874 0.514
H 1.30335 4.03719 -4.10562 0.252
H -0.42806 3.24522 -2.39126 0.430
C -4.27406 0.64482 -0.60004 -0.637
C -2.88952 0.16455 -0.97403 0.097
O -1.85997 0.80747 -0.30051 -0.909
C -2.64858 0.35173 -2.48471 0.959
F -2.76183 1.64670 -2.81592 -0.320
F -3.50921 -0.34198 -3.23711 -0.313
F -1.40607 -0.02725 -2.83362 -0.302
C -2.78573 -1.33765 -0.61428 0.961
F -2.79851 -1.50271 0.70496 -0.292
F -3.70039 -2.14900 -1.12112 -0.296
F -1.54101 -1.82040 -1.04327 -0.343
H -4.33066 1.71437 -0.79203 0.240
H -4.42581 0.48185 0.46585 0.239
H -5.06249 0.14053 -1.15752 0.231
```

The calculation puts the energy at -98515.8849 eV. The orbital gap is 8.55 eV. The LUMO energy is -0.25 eV.

Entry 5:
DFT (ωB97M-V/def2-TZVPD) results for an isolated molecule of C3H8N2O.

XYZ file:
```
14
Properties=species:S:1:pos:R:3:nbo_charge:R:1
C -2.24358 0.59044 -0.18847 -0.607
C -1.26871 -0.49404 0.24671 -0.230
C 1.03957 -0.28631 0.13998 0.249
H -1.81336 1.57953 -0.00307 0.205
H -3.19040 0.51087 0.36977 0.207
H -2.46131 0.49866 -1.25628 0.213
H -1.71672 -1.48000 0.05430 0.192
H -1.08498 -0.43351 1.33270 0.161
H 1.12012 -0.21911 1.23564 0.151
H 2.21044 0.00559 -1.46188 0.365
H 3.94806 -0.08595 0.36612 0.471
N -0.03616 -0.39788 -0.51077 -0.468
N 2.28327 -0.30312 -0.49514 -0.341
O 3.21376 0.51484 0.17037 -0.569
```

The calculation puts the energy at -8266.5092 eV. The value obtained for the energy relative to the best compared isomer or geometry (same formula, charge and spin) is 2.817 eV. The orbital gap is 10.23 eV. The LUMO energy is 1.00 eV.

Entry 6:
DFT (ωB97M-V/def2-TZVPD) results for a cluster of 11 separate species, C31H76FN3O18PS10 in total at a distorted geometry.

XYZ file:
```
140
Properties=species:S:1:pos:R:3:lowdin_charge:R:1
C 1.98209 -5.02917 2.66485 0.020
C 1.83931 -5.36330 1.12462 -0.473
O 2.71634 -5.86087 0.47904 0.123
O 0.58748 -5.00401 0.56821 -0.114
C 0.77689 -3.68557 -0.03329 -0.191
N -0.46348 -3.08605 -0.54833 -0.127
P -1.80628 -4.18384 -0.60609 0.757
O -2.83742 -3.83319 -1.65609 -0.437
C -0.76667 -1.77487 0.03975 -0.287
C -2.07418 -1.04925 -0.50325 -0.010
C -3.33664 -1.12194 0.41548 -0.393
O -3.97276 -0.08623 0.57355 0.064
N -3.84977 -2.32932 1.06054 -0.186
C -4.96882 -2.95366 0.29979 -0.077
C -4.29395 -1.88822 2.41626 -0.102
C 0.44623 -0.80828 -0.37995 -0.595
O 1.43015 -0.63087 0.36895 -0.024
O 0.42886 -0.22601 -1.54975 -0.093
C -0.81574 -1.73896 1.61337 -0.312
O -1.05310 -2.73992 2.25473 0.095
N -0.63089 -0.47889 2.40774 0.166
C 0.52521 -0.58362 3.27072 -0.447
O 1.47720 0.10828 3.17218 0.157
F 0.55891 -1.51400 4.32463 0.044
H 2.48882 -5.86781 3.20321 0.084
H 2.53808 -4.06250 2.78043 0.096
H 0.94245 -4.85943 3.07150 0.085
H 1.47648 -3.80030 -0.91768 0.154
H 1.32872 -3.06446 0.72015 0.134
H -1.33824 -5.49112 -0.97919 0.032
H -2.40122 -4.38308 0.68612 0.029
H -1.81127 0.04616 -0.56953 0.136
H -2.33434 -1.33617 -1.56749 0.111
H -5.89813 -2.89219 0.93265 0.083
H -4.73378 -4.05854 0.22395 0.072
H -5.09218 -2.54966 -0.73507 0.092
H -3.59462 -1.12085 2.86116 0.075
H -5.30962 -1.39442 2.35998 0.088
H -4.29036 -2.74294 3.15587 0.088
H -1.42869 -0.45179 3.06580 0.125
C -4.88258 -2.02541 -5.57757 -0.277
S -3.43749 -1.65531 -4.56746 0.840
O -3.87901 -1.65106 -3.14243 -0.559
C -3.28217 0.06540 -5.08637 -0.264
H -5.18318 -3.05478 -5.38186 0.054
H -5.69606 -1.35610 -5.31952 0.010
H -4.62762 -1.91748 -6.63183 0.052
H -4.20158 0.60797 -4.85724 0.035
H -3.07748 0.10612 -6.15765 0.050
H -2.45070 0.51322 -4.54174 0.050
C 5.51073 0.23900 5.86821 -0.288
S 4.61462 -1.22396 6.40848 0.797
O 4.76215 -2.26000 5.34476 -0.568
C 2.97632 -0.49422 6.23664 -0.266
H 6.57620 0.00819 5.85800 0.049
H 5.19075 0.52027 4.86378 0.055
H 5.32346 1.05617 6.56487 0.017
H 2.81993 -0.16150 5.20982 0.033
H 2.88014 0.34902 6.92324 0.052
H 2.23410 -1.25154 6.48794 0.044
C 4.19659 -1.36688 -5.65940 -0.282
S 3.30878 -2.03230 -4.23493 0.815
O 1.94512 -2.41416 -4.70309 -0.558
C 3.16365 -0.46962 -3.35436 -0.255
H 4.36469 -2.17650 -6.36984 0.039
H 3.60334 -0.58403 -6.13464 0.054
H 5.15775 -0.96610 -5.33372 0.045
H 2.63592 0.25761 -3.97258 0.064
H 4.15994 -0.09946 -3.10368 0.052
H 2.59775 -0.63849 -2.43430 0.031
C 0.56678 -7.06522 -6.91591 -0.286
S -0.02260 -5.50324 -6.22818 0.814
O -1.10086 -5.00138 -7.12697 -0.562
C 1.46712 -4.56129 -6.59546 -0.286
H -0.23049 -7.80266 -6.82670 0.042
H 0.82513 -6.93502 -7.96825 0.049
H 1.43797 -7.40433 -6.35310 0.047
H 1.66845 -4.58876 -7.66923 0.055
H 2.31011 -4.97968 -6.04371 0.054
H 1.31014 -3.52903 -6.28146 0.014
C 3.45033 3.84311 4.11918 -0.251
S 4.85104 3.64643 5.23682 0.816
O 4.33500 3.02443 6.49456 -0.568
C 5.08063 5.40350 5.56194 -0.289
H 3.11074 2.85288 3.81468 0.048
H 2.63848 4.36476 4.62827 0.057
H 3.76496 4.40412 3.23814 0.056
H 4.16480 5.82662 5.98033 0.056
H 5.34239 5.91462 4.63584 0.051
H 5.89203 5.51808 6.27629 0.027
C -7.25875 2.31344 -7.24926 -0.266
S -7.14142 0.95182 -6.07259 0.814
O -6.71812 -0.25908 -6.83160 -0.550
C -8.91264 0.81027 -5.77382 -0.266
H -6.25544 2.54840 -7.60312 0.048
H -7.88371 2.02128 -8.09464 0.057
H -7.68144 3.18825 -6.75230 0.049
H -9.43578 0.61348 -6.71060 0.019
H -9.28167 1.73404 -5.32416 0.050
H -9.07993 -0.01755 -5.08486 0.057
C 10.16587 6.30683 4.06475 -0.277
S 9.26714 5.65193 5.48533 0.833
O 7.90682 5.26530 5.01073 -0.564
C 9.10328 7.21902 6.35894 -0.273
H 10.33782 5.48724 3.36633 0.052
H 9.57834 7.08316 3.57628 0.056
H 11.12120 6.71045 4.38982 0.025
H 8.57866 7.94135 5.73318 0.061
H 10.09129 7.59567 6.61883 0.023
H 8.53097 7.04407 7.27063 0.050
C -4.52872 -6.92635 5.36871 -0.274
S -6.13563 -6.23311 4.93365 0.793
O -5.96228 -5.46476 3.67123 -0.552
C -6.19855 -5.04171 6.28630 -0.278
H -4.26635 -7.67710 4.62441 0.050
H -3.77296 -6.13960 5.37313 0.059
H -4.58921 -7.39658 6.35172 0.049
H -5.33808 -4.37297 6.23332 0.057
H -6.20541 -5.57207 7.23997 0.048
H -7.11540 -4.46107 6.18943 0.047
C 13.28665 8.94144 6.01984 -0.263
S 11.78120 9.79704 5.51715 0.830
O 11.00881 8.86427 4.64499 -0.571
C 12.59298 10.99318 4.44115 -0.266
H 13.01041 8.11710 6.67679 0.049
H 13.80266 8.54928 5.14222 0.061
H 13.93459 9.63290 6.56029 0.054
H 13.15210 10.47310 3.66208 0.060
H 13.26311 11.61931 5.03193 0.053
H 11.82675 11.61716 3.98233 0.052
C -12.49999 3.04911 -7.08153 -0.269
S -12.64576 1.27569 -7.37348 0.818
O -11.30916 0.78503 -7.80974 -0.553
C -13.67692 1.41059 -8.84605 -0.272
H -11.85593 3.20255 -6.21638 0.046
H -12.05924 3.53481 -7.95339 0.058
H -13.48697 3.46644 -6.87629 0.052
H -13.16275 1.99846 -9.60783 0.058
H -14.62642 1.88021 -8.58472 0.051
H -13.86325 0.40710 -9.22716 0.050
```

The total charge is -1. The calculation puts the energy at -195054.9891 eV. The orbital gap is 5.93 eV. The LUMO energy is 1.08 eV.